No. 1
{
  "formula": "C14H14BF9N6OPd",
  "method": "the ωB97M-V functional and the def2-TZVPD basis",
  "elements": ["C", "N", "N", "C", "C", "B", "N", "N", "C", "C", "C", "Pd", "N", "N", "C", "C", "C", "H", "H", "H", "H", "H", "H", "H", "H", "H", "H", "H", "C", "H", "H", "H", "F", "C", "F", "F", "C", "O", "C", "F", "F", "F", "C", "F", "F", "F"],
  "xyz": [[2.54341, -0.88393, -0.00826], [1.31624, -1.00463, -0.54573], [1.27594, -0.22869, -1.70609], [2.55038, 0.06774, -2.02873], [3.36943, -0.30177, -0.98509], [0.07317, 0.17872, -2.63496], [-0.82543, -1.10718, -2.53028], [-1.13008, -1.85303, -1.39521], [-1.82863, -2.95108, -1.76579], [-1.98152, -2.90884, -3.15743], [-1.30904, -1.77063, -3.60266], [-0.17575, -2.12704, 0.46307], [-0.53256, 1.69063, -2.41237], [-0.99271, 1.98597, -1.14788], [-1.28897, 3.27656, -1.08770], [-1.10273, 3.89275, -2.36490], [-0.62485, 2.84002, -3.16846], [-1.63103, 3.69716, -0.14474], [-0.30264, 2.87503, -4.19346], [-1.27201, 4.94058, -2.58725], [0.47624, 0.20873, -3.78136], [-1.20186, -1.31791, -4.56871], [2.78614, 0.53043, -2.97762], [-2.54684, -3.59623, -3.74682], [4.42748, -0.14774, -0.94032], [-2.12685, -3.70304, -1.03403], [2.75264, -1.17534, 1.02392], [-1.48539, -0.98963, 0.86378], [-1.89026, -1.99129, 1.29028], [-2.74970, -2.24263, 0.67087], [-1.14836, -2.95812, 1.36336], [-2.04072, -1.74410, 2.34429], [1.06064, -1.87141, 3.19023], [1.44664, -0.60838, 3.53589], [1.35903, -0.50799, 4.88841], [2.76827, -0.49577, 3.20702], [0.52431, 0.46421, 2.78556], [0.23992, 0.24299, 1.54107], [-0.81879, 0.63855, 3.62785], [-0.66225, 1.34249, 4.78498], [-1.73825, 1.28034, 2.86849], [-1.34472, -0.57517, 3.96658], [1.27997, 1.89919, 2.98988], [1.90164, 2.02481, 4.20445], [2.21430, 2.06669, 2.02665], [0.38615, 2.91797, 2.87923]],
  "forces_ev_per_a": [[0.031, -0.061, -1.360], [-0.751, 1.066, 0.328], [0.223, -0.835, -0.008], [-0.205, 0.152, 0.755], [0.267, 0.122, 0.543], [0.638, -1.014, -0.566], [-0.196, -0.274, 0.739], [-0.178, -0.422, 0.075], [0.505, 0.799, -1.251], [0.081, 0.054, 0.303], [-0.713, -0.147, 1.504], [7.472, 2.474, -5.340], [-0.206, 1.367, -1.083], [-0.242, 0.890, 0.727], [0.004, -0.291, -0.214], [-0.615, 0.337, 2.407], [1.211, -3.796, 0.093], [0.026, 0.024, -0.405], [-0.002, -0.118, -0.217], [0.063, -0.269, -0.302], [-0.168, 0.078, 0.463], [-0.067, -0.105, -0.263], [-0.042, 0.077, 0.209], [-0.032, -0.276, -0.262], [0.233, 0.020, 0.142], [0.020, 0.322, -0.416], [0.083, -0.336, -0.684], [-1.961, -0.141, 0.974], [-2.983, 1.855, 1.462], [-0.099, -0.153, 0.614], [-1.932, -0.983, 0.744], [-0.422, -0.774, -0.195], [0.003, 0.637, -0.289], [0.778, -0.419, 1.238], [-0.102, -0.105, -1.891], [-1.629, 0.056, 0.034], [1.633, 1.041, 3.250], [-0.164, -0.301, -0.762], [-2.066, 0.759, 1.551], [0.117, -1.164, -1.902], [0.988, -0.703, 0.566], [0.857, 1.043, -0.461], [0.744, 1.942, 0.465], [-1.139, -0.666, -1.974], [-0.931, -0.510, 0.732], [0.864, -1.249, -0.075]],
  "relative_energy_kj_mol": 198.4,
  "homo_lumo_gap_ev": [6.5, 5.4],
  "multiplicity": 3,
  "s2": 2.14,
  "e_tot_ev": -54323.6953,
  "total_charge": 2
}

=====

No. 2
{
  "formula": "C5H11N",
  "method": "the ωB97M-V functional and the def2-TZVPD basis",
  "elements": ["C", "C", "C", "C", "N", "C", "H", "H", "H", "H", "H", "H", "H", "H", "H", "H", "H"],
  "xyz": [[0.24038, -1.52268, -0.01171], [1.64380, -1.70005, -0.49399], [-0.53236, 2.25050, 0.12278], [-0.45165, -0.34031, 0.09320], [-1.80231, -0.38229, 0.42655], [0.25976, 0.96434, 0.18246], [-2.27549, -1.21088, 0.08433], [-2.30980, 0.47293, 0.23511], [-0.34198, -2.44010, 0.01407], [0.48213, 0.42045, 1.26545], [1.18443, 1.00546, -0.38883], [1.68464, -2.42759, -1.30909], [2.14044, -0.79348, -0.85111], [2.27686, -2.08460, 0.31609], [-1.27173, 2.32973, 0.92683], [0.13602, 3.11062, 0.22038], [-1.06313, 2.34794, -0.83252]],
  "forces_ev_per_a": [[-1.198, 1.111, -1.128], [0.458, -0.007, 0.418], [-0.062, 0.117, 0.301], [0.509, -2.863, -1.418], [-0.373, 0.524, -0.045], [0.212, -1.814, 2.975], [0.078, 0.294, 0.164], [0.005, -0.305, -0.034], [-0.066, 0.069, 0.210], [0.594, 3.320, -1.413], [-0.141, -0.216, 0.098], [0.011, 0.016, 0.057], [-0.234, 0.001, 0.021], [0.096, -0.065, -0.140], [0.106, -0.043, -0.114], [-0.117, -0.105, -0.023], [0.121, -0.035, 0.071]],
  "relative_energy_kj_mol": 159.3,
  "homo_lumo_gap_ev": 8.3,
  "smiles": "C/C=C(/N)CC",
  "e_tot_ev": -6851.8770,
  "total_charge": 0
}

=====

No. 3
{
  "formula": "C13H15N3O4S",
  "method": "the ωB97M-V functional and the def2-TZVPD basis",
  "elements": ["C", "C", "H", "H", "O", "C", "O", "C", "C", "C", "C", "C", "C", "H", "H", "N", "S", "O", "O", "C", "C", "N", "C", "N", "H", "C", "H", "H", "H", "H", "H", "H", "H", "H", "H", "H"],
  "xyz": [[-0.67479, -6.53863, -1.21177], [-1.67503, -5.96028, -0.22012], [-2.70056, -6.09690, -0.57036], [-1.54881, -6.43265, 0.75999], [-1.51639, -4.55105, -0.07902], [-0.55281, -4.13174, 0.75809], [0.14767, -4.88494, 1.39401], [-0.45645, -2.65956, 0.81584], [-1.27849, -1.82608, 0.05886], [-1.15365, -0.45515, 0.13656], [-0.19791, 0.11423, 0.97913], [0.62574, -0.72002, 1.74166], [0.49685, -2.08774, 1.65814], [1.12727, -2.74060, 2.24273], [1.36422, -0.27980, 2.39597], [-0.03037, 1.48258, 1.05787], [-0.98452, 2.74113, 0.51055], [-1.71669, 3.29592, 1.60872], [-1.71193, 2.36184, -0.66076], [0.30493, 3.86632, 0.05099], [0.31806, 4.78986, -0.95768], [1.52752, 5.41294, -0.87813], [2.18189, 4.84654, 0.16125], [1.47465, 3.91422, 0.74084], [3.16807, 5.13649, 0.46374], [1.99629, 6.46347, -1.73790], [2.02402, 6.12136, -2.77382], [1.33546, 7.32953, -1.67322], [2.99875, 6.75725, -1.43278], [-0.41912, 5.02848, -1.69431], [0.62310, 1.81823, 1.74951], [-1.78636, 0.18937, -0.44952], [-2.01850, -2.26345, -0.59239], [-0.86521, -7.59965, -1.34623], [-0.76315, -6.03530, -2.17171], [0.33626, -6.40620, -0.83474]],
  "forces_ev_per_a": [[-0.158, 0.300, 0.244], [0.109, -0.575, 0.027], [0.114, 0.031, 0.085], [-0.114, 0.076, -0.164], [-0.039, 0.329, -0.078], [0.115, -0.236, 0.151], [-0.073, 0.045, -0.085], [0.027, 0.286, -0.002], [0.181, -0.172, 0.170], [-0.030, 0.057, -0.001], [-0.428, -0.769, -0.356], [-0.041, 0.296, -0.038], [-0.189, -0.167, -0.162], [0.055, -0.027, 0.046], [0.092, 0.028, 0.080], [-0.097, 1.214, -0.082], [0.213, 0.007, 0.309], [0.307, -0.026, -0.025], [0.204, -0.119, -0.146], [0.001, 0.034, -0.161], [-0.455, -0.340, 0.030], [-0.265, -0.322, 0.259], [-0.001, -0.163, 0.213], [0.154, -0.212, 0.428], [0.238, 0.144, -0.021], [0.074, 0.388, -0.389], [0.052, 0.026, 0.074], [0.084, -0.035, 0.022], [-0.046, -0.020, -0.010], [-0.135, 0.094, -0.221], [0.123, 0.076, 0.068], [-0.065, -0.072, -0.059], [-0.059, -0.003, -0.055], [-0.007, -0.126, -0.041], [-0.009, -0.008, -0.107], [0.069, -0.038, -0.003]],
  "relative_energy_kj_mol": 129.6,
  "homo_lumo_gap_ev": 8.9,
  "smiles": "CCOC(=O)c1ccc(NS(=O)(=O)c2cn(C)cn2)cc1",
  "e_tot_ev": -37219.7665,
  "total_charge": 0
}

=====

No. 4
{
  "formula": "C21H19IN2O7P3Pt",
  "method": "the ωB97M-V functional and the def2-TZVPD basis",
  "elements": ["Pt", "C", "C", "C", "C", "C", "C", "P", "C", "C", "C", "C", "C", "C", "C", "C", "C", "C", "C", "C", "H", "H", "H", "H", "H", "H", "H", "H", "H", "H", "H", "H", "H", "H", "O", "P", "O", "O", "O", "P", "O", "O", "O", "H", "H", "I", "C", "C", "N", "N", "C", "H", "H", "H"],
  "xyz": [[1.16806, -1.14639, -1.43779], [-3.79362, 2.67588, -1.90877], [-3.78362, 2.46551, -0.53553], [-2.79447, 1.63497, 0.02200], [-1.83861, 1.07311, -0.79147], [-1.82356, 1.32511, -2.16913], [-2.84145, 2.10781, -2.73298], [-0.60042, -0.05925, -0.15434], [-0.37055, 0.48333, 1.56263], [0.19191, 1.75668, 1.75249], [0.47103, 2.21071, 3.04481], [0.17231, 1.41560, 4.12754], [-0.33197, 0.14081, 3.95359], [-0.60345, -0.31873, 2.66923], [-1.34097, -1.72950, -0.19200], [-2.49427, -2.33700, 0.28316], [-2.73120, -3.66556, -0.04897], [-1.90138, -4.34578, -0.92486], [-0.75707, -3.72319, -1.44054], [-0.44809, -2.41247, -1.05612], [-4.52446, 3.34487, -2.36959], [-4.47422, 2.95385, 0.14286], [-2.77919, 1.51305, 1.09405], [-1.05230, 0.89727, -2.79917], [-2.82129, 2.34888, -3.79492], [0.42534, 2.35690, 0.88875], [0.91455, 3.19894, 3.18161], [0.32102, 1.78693, 5.12370], [-0.49311, -0.52346, 4.79077], [-0.99886, -1.35024, 2.54088], [-3.20904, -1.82462, 0.90419], [-3.64064, -4.15073, 0.32319], [-2.08609, -5.37829, -1.19646], [-0.09928, -4.32376, -2.08866], [4.55833, 0.52915, -3.31167], [3.02240, 0.12464, -3.59155], [2.58833, 0.18898, -4.99999], [2.77615, -1.17831, -2.82130], [2.19143, 1.27002, -2.78048], [2.60732, 2.34137, -1.58632], [1.18419, 3.08602, -1.48676], [3.68562, 3.22959, -2.14289], [2.84300, 1.62847, -0.28689], [4.66945, 1.47339, -3.26366], [0.97158, 3.63163, -2.26675], [1.52471, -3.45527, 4.19141], [2.07273, -2.23067, 2.63913], [2.75472, -1.03965, 2.59281], [2.70151, -0.62010, 1.30951], [2.00897, -1.47343, 0.57507], [1.61845, -2.46945, 1.35792], [3.26352, -0.44630, 3.34500], [2.95205, 0.26885, 0.82270], [0.97449, -3.26020, 0.94055]],
  "forces_ev_per_a": [[-0.368, 0.119, 0.063], [-0.595, 0.582, -0.032], [0.723, -0.471, 0.250], [-1.096, 1.047, -0.246], [0.362, -0.169, -0.768], [-0.847, 0.195, -0.109], [1.016, -0.267, 0.168], [0.369, -0.840, 0.182], [0.252, 0.455, 0.019], [-0.008, -0.287, 0.496], [-0.072, 0.444, -1.040], [-0.045, -0.239, 0.444], [-0.112, -0.201, -0.396], [-0.389, -1.090, 0.087], [0.282, -0.086, -0.571], [0.200, -0.152, 0.032], [-0.900, -0.136, 0.003], [0.781, 0.237, -0.102], [0.064, -0.356, 0.172], [-0.169, -0.048, 0.089], [0.065, -0.209, 0.281], [-0.136, -0.011, -0.251], [0.095, -0.202, 0.115], [0.086, 0.027, 0.081], [-0.065, -0.185, 0.213], [0.134, 0.206, -0.141], [-0.159, -0.283, -0.034], [0.219, 0.108, 0.339], [-0.093, 0.073, 0.122], [0.304, 0.834, 0.032], [-0.090, 0.251, 0.201], [0.377, 0.139, -0.071], [-0.196, 0.013, 0.047], [-0.262, 0.558, 0.232], [-0.419, -1.179, -0.163], [-0.331, 0.522, -0.004], [0.381, -0.165, 0.165], [0.374, 0.154, -0.066], [0.080, 0.243, 0.585], [1.551, -0.167, -0.962], [-0.556, 0.502, 0.005], [-0.859, -0.612, 0.310], [-0.485, -0.112, -0.080], [0.011, 1.052, 0.125], [0.396, -0.446, 0.451], [0.162, 0.045, 0.348], [-0.123, -0.435, 0.547], [0.472, 0.829, -0.135], [-0.044, 0.136, 0.161], [-0.259, -0.559, -0.537], [-0.528, -0.276, -1.084], [-0.193, -0.250, -0.138], [0.064, 0.173, 0.117], [0.578, 0.487, 0.447]],
  "relative_energy_kj_mol": 0.0,
  "homo_lumo_gap_ev": [6.1, 7.9],
  "multiplicity": 3,
  "s2": 2.01,
  "e_tot_ev": -78619.9655,
  "total_charge": -1
}

=====

No. 5
{
  "formula": "C4H7NOP",
  "method": "the ωB97M-V functional and the def2-TZVPD basis",
  "elements": ["C", "C", "C", "C", "N", "O", "P", "H", "H", "H", "H", "H", "H", "H"],
  "xyz": [[-1.17508, -2.35470, -0.05568], [-0.86606, -1.20694, 0.13797], [-1.22693, 1.04496, 1.12628], [-0.38962, 0.16379, 0.16161], [0.92340, 0.21118, 0.63930], [3.53148, 0.23559, -1.22096], [2.01966, 0.21831, -0.81430], [-1.17493, -3.36623, -0.32786], [-2.19559, 1.24313, 0.82804], [-1.06565, 0.63633, 2.04729], [-0.84773, 2.01346, 1.15940], [-0.59483, 0.64337, -0.86587], [1.49720, -0.90467, -1.38291], [1.56468, 1.42240, -1.43231]],
  "forces_ev_per_a": [[0.334, 0.475, 0.087], [-0.598, -0.725, -0.838], [1.203, -0.498, -1.998], [-1.054, 1.977, -0.450], [5.086, 0.394, -1.699], [-2.508, -0.229, 2.162], [-0.062, 1.066, 1.568], [-0.291, -0.678, 0.057], [-2.597, -0.543, -0.407], [-0.250, -1.075, 2.691], [1.448, 1.644, -0.100], [0.318, -0.691, 0.557], [-0.573, -0.742, -1.265], [-0.457, -0.376, -0.365]],
  "relative_energy_kj_mol": 98.0,
  "homo_lumo_gap_ev": 7.2,
  "smiles": "C#C[C@@H](C)N=[PH2][O-]",
  "e_tot_ev": -17085.3096,
  "total_charge": -1
}

=====

No. 6
{
  "formula": "C2H10O4",
  "method": "the ωB97M-V functional and the def2-TZVPD basis",
  "elements": ["C", "C", "O", "O", "H", "H", "H", "H", "H", "H", "O", "H", "H", "O", "H", "H"],
  "xyz": [[-0.29836, -0.95728, -1.24338], [-0.40351, -2.16942, -0.23022], [-1.70371, -2.53482, -0.04834], [1.05434, -0.51476, -1.40492], [-0.93507, -0.30162, -0.64941], [-0.77888, -1.30005, -2.15975], [0.04702, -1.84165, 0.70663], [0.21639, -3.04670, -0.41512], [-1.74354, -3.43272, 0.28901], [1.11996, -0.20239, -2.31029], [0.03863, 4.24865, 2.33133], [0.17052, 4.94006, 1.68264], [-0.10700, 3.45750, 1.81258], [1.07628, 1.58987, 0.42988], [1.00989, 0.79991, -0.10658], [1.23703, 1.26543, 1.31595]],
  "forces_ev_per_a": [[-0.584, -2.373, 1.690], [2.899, 0.412, -0.055], [-1.992, -0.120, -0.113], [-1.009, -0.353, 0.059], [0.046, 1.033, -0.812], [0.127, 0.447, -0.171], [-0.014, 0.579, 0.376], [0.186, -0.034, -1.016], [-0.052, 0.085, -0.020], [0.230, 0.144, -0.013], [-0.052, 0.081, 0.341], [0.062, 0.144, -0.147], [0.033, -0.289, -0.273], [-0.206, 0.624, 0.427], [0.193, -0.387, -0.530], [0.132, 0.006, 0.256]],
  "relative_energy_kj_mol": 97.0,
  "homo_lumo_gap_ev": 11.1,
  "smiles": "OCCO.O.O",
  "e_tot_ev": -10425.1878,
  "total_charge": 0
}